1.
Here is a 2-piece molecular cluster, C2H4I2O overall at a distorted geometry from OMol25. Energies are from wB97M-V/def2-TZVPD.

Calculated values
E_LUMO	0.0121	hartree
energy above the lowest of the compared OMol25 structures with the same formula, charge and spin	17.6	kJ/mol
SMILES string	CC(=O)I.I
gap between HOMO and LUMO	9.9	eV

Structure (XYZ):
```
9
Properties=species:S:1:pos:R:3:mulliken_charge:R:1
C 0.6172 -0.1817 1.2402 -0.75
C 0.1085 1.0710 0.8111 0.36
O 0.7278 2.0587 0.6702 -0.41
I -2.0530 1.1414 0.3371 -0.06
H 0.1528 -0.3302 2.2046 0.30
H 0.0750 -1.0346 0.6119 0.22
H 1.6630 -0.3783 1.3655 0.32
I -1.0179 -1.6016 -3.0283 -0.10
H -0.2733 -0.7448 -4.2124 0.11
```



2.
Here is C2H4I2S as an isolated structure at a distorted geometry from OMol25. Energies are from wB97M-V/def2-TZVPD.

Calculated values
E_LUMO	-0.0224	hartree
energy above the lowest of the compared OMol25 structures with the same formula, charge and spin	122.5	kJ/mol
gap between HOMO and LUMO	8.5	eV

Structure (XYZ):
```
9
Properties=species:S:1:pos:R:3:mulliken_charge:R:1
C -1.0478 0.8729 0.1703 -0.91
C 0.3270 -0.4079 -0.1939 -0.41
S 1.2627 -0.4418 1.2732 -0.12
I 1.5234 0.0971 -1.9218 0.19
I -0.6971 -2.3375 -0.7275 0.12
H -0.6130 1.1034 1.1152 0.36
H -0.9659 1.6809 -0.5365 0.29
H -1.9780 0.5203 0.2347 0.34
H 2.1886 -1.0873 0.5862 0.16
```



3.
Here is a 2-piece molecular cluster, C2H4IN overall at a distorted geometry from OMol25. Energies are from wB97M-V/def2-TZVPD.

Calculated values
E_LUMO	0.0274	hartree
energy above the lowest of the compared OMol25 structures with the same formula, charge and spin	222.0	kJ/mol
SMILES string	C1=NC1.I
gap between HOMO and LUMO	10.4	eV

Structure (XYZ):
```
8
Properties=species:S:1:pos:R:3:mulliken_charge:R:1
C 1.5287 0.3664 -0.1533 -0.12
N 0.5325 1.0915 0.0226 -0.32
C 0.3055 -0.4699 0.0610 -0.44
H 2.5540 0.2739 -0.3716 0.28
H -0.0402 -0.9664 -0.8135 0.35
H 0.2240 -0.9823 1.0982 0.22
I -3.2293 -0.1623 -0.0308 -0.14
H -1.8751 0.8491 0.1874 0.17
```



4.
Here is a 2-piece molecular cluster, C2H4IN overall at a distorted geometry from OMol25. Energies are from wB97M-V/def2-TZVPD.

Calculated values
E_LUMO (spin up / spin down)	-0.0462 / -0.0788	hartree
energy above the lowest of the compared OMol25 structures with the same formula, charge and spin	162.8	kJ/mol
gap between HOMO and LUMO (spin up / spin down)	7.3 / 6.0	eV

Structure (XYZ):
```
8
Properties=species:S:1:pos:R:3:mulliken_charge:R:1
C 0.4251 0.7100 0.1631 0.30
C -0.3297 -0.5142 0.0649 -0.82
N 0.2166 1.9035 0.1382 -0.34
I 3.5953 -0.2061 -0.0867 -0.37
H -0.2297 -1.0621 0.9563 0.33
H 0.1445 -1.2189 -0.6834 0.29
H -1.3510 -0.2641 -0.2939 0.29
H 0.8688 2.5853 0.2583 0.31
```



5.
Here is one molecule with the formula C2H4INO at a distorted geometry from OMol25. Energies are from wB97M-V/def2-TZVPD.

Calculated values
E_LUMO	0.0118	hartree
energy above the lowest of the compared OMol25 structures with the same formula, charge and spin	62.4	kJ/mol
SMILES string	[H]/N=C(\I)CO
gap between HOMO and LUMO	9.9	eV

Structure (XYZ):
```
9
Properties=species:S:1:pos:R:3:mulliken_charge:R:1
H -0.9399 2.4348 -0.0248 0.30
N -0.1980 1.8342 0.1387 -0.57
C -0.4166 0.5991 -0.0078 0.21
I -2.4772 -0.2659 -0.0409 -0.01
C 0.6320 -0.3779 -0.2692 -0.26
O 0.4154 -1.7088 0.2281 -0.49
H 1.5337 -0.0074 0.2248 0.30
H 0.6434 -0.7183 -1.3375 0.22
H 0.8072 -1.7898 1.0884 0.30
```



6.
Here is a 2-piece molecular cluster, C2H4INO overall at a distorted geometry from OMol25. Energies are from wB97M-V/def2-TZVPD.

Calculated values
E_LUMO (spin up / spin down)	-0.0234 / -0.0234	hartree
energy above the lowest of the compared OMol25 structures with the same formula, charge and spin	359.5	kJ/mol
gap between HOMO and LUMO (spin up / spin down)	7.8 / 7.8	eV

Structure (XYZ):
```
9
Properties=species:S:1:pos:R:3:mulliken_charge:R:1
C 0.8028 1.5326 -1.4947 0.24
C 0.3516 -0.1006 0.8093 -0.43
N -0.2430 1.0578 -1.8183 -0.42
O 1.3661 0.7963 0.5076 -0.56
I 2.2791 2.8977 -1.7705 0.26
H -0.0569 0.3545 1.6791 0.21
H 0.6558 -1.1394 1.0081 0.19
H -0.4164 0.0469 0.0242 0.19
H -1.1433 1.1456 -2.3736 0.30
```



7.
Here is a 2-piece molecular cluster, C2H4INS overall at a distorted geometry from OMol25. Energies are from wB97M-V/def2-TZVPD.

Calculated values
E_LUMO (spin up / spin down)	-0.0596 / -0.0600	hartree
energy above the lowest of the compared OMol25 structures with the same formula, charge and spin	295.5	kJ/mol
SMILES string	S=NI.C=C
gap between HOMO and LUMO (spin up / spin down)	6.8 / 6.8	eV

Structure (XYZ):
```
9
Properties=species:S:1:pos:R:3:mulliken_charge:R:1
S 1.9034 -1.4246 -1.2693 0.07
N 2.9141 -0.3410 -1.3207 -0.17
I 3.4062 1.1445 0.1430 0.09
C -0.8813 0.1974 -0.0641 -0.02
C -1.8423 0.0301 0.8850 -0.61
H -1.0650 0.9019 -0.8919 0.27
H -0.0327 -0.4457 -0.1078 -0.13
H -1.7550 -0.7273 1.6763 0.22
H -2.6474 0.6646 0.9494 0.28
```



8.
Here is a 2-piece molecular cluster, C2H4INS overall at a distorted geometry from OMol25. Energies are from wB97M-V/def2-TZVPD.

Calculated values
E_LUMO (spin up / spin down)	-0.0582 / -0.0583	hartree
energy above the lowest of the compared OMol25 structures with the same formula, charge and spin	381.6	kJ/mol
gap between HOMO and LUMO (spin up / spin down)	6.8 / 6.8	eV

Structure (XYZ):
```
9
Properties=species:S:1:pos:R:3:mulliken_charge:R:1
C 1.1369 0.0942 0.3154 -0.11
C -1.1349 -0.0595 0.1024 -0.81
N 0.1661 -0.6669 -0.0596 -0.09
S 0.7395 2.4643 -0.3704 -0.27
I 3.0704 -0.6480 -0.0999 0.06
H -1.1475 0.4473 1.0987 0.33
H -1.0011 0.7603 -0.6321 0.31
H -1.9619 -0.7929 -0.0197 0.32
H 0.1325 -1.5988 -0.3348 0.24
```